1.
Density functional theory data (ωB97M-V/def2-TZVPD) for C5H10O2 as an isolated structure.

```
! RIJCOSX wB97M-V def2-TZVPD def2/J DEFGRID3
* xyz 0 1
C -1.15 -1.34 0.40
C -0.52 -0.13 -0.25
C 0.86 -0.32 -0.82
C 2.03 0.26 0.97
O 1.96 1.59 0.86
C -1.40 0.92 -0.78
O -0.74 1.10 0.47
H -1.36 -2.11 -0.35
H -0.47 -1.77 1.14
H -2.08 -1.07 0.89
H 1.14 0.46 -1.53
H 0.95 -1.31 -1.28
H 2.03 -0.37 -0.09
H 1.23 -0.16 1.61
H 1.05 1.89 1.04
H -2.49 0.81 -0.70
H -1.05 1.57 -1.58
*
```


2.
Density functional theory data (ωB97M-V/def2-TZVPD) for one molecule with the formula C5H6O2.

```
! RIJCOSX wB97M-V def2-TZVPD def2/J DEFGRID3
* xyz 0 1
O -2.52 1.24 -0.65
C -2.12 0.11 -0.50
C -1.66 -0.46 0.83
C -0.20 -0.50 0.72
C 0.96 -0.40 0.41
C 2.28 -0.03 -0.11
O 2.14 0.85 -1.21
H -1.98 -0.57 -1.36
H -1.99 0.21 1.64
H -2.08 -1.46 0.99
H 2.88 0.42 0.70
H 2.84 -0.90 -0.47
H 1.45 1.49 -0.98
*
```

The structure (SMILES) is O=CCC#CCO.


Gap between HOMO and LUMO in eV, matching the order above: 8.74, 10.71
Max |F| in hartree/bohr, matching the order above: 0.007, 0.012
Relative energy (zero: lowest compared OMol25 entry of this formula, charge and spin) in kJ/mol, matching the order above: 571.8, 240.5